90
Properties=species:S:1:pos:R:3 method="wB97M-V/def2-TZVPD" relative_energy_kcal_mol=0.0 gap_ev=6.01 charge=+1
Ti -0.058 -0.086 -0.114
C -0.391 -1.767 3.139
N -1.232 -1.470 1.963
C -2.298 -0.525 2.393
C -2.672 0.506 1.353
N -1.510 1.368 0.959
C -2.043 2.409 0.030
C -0.980 2.070 2.139
C -1.776 2.973 2.836
C -1.288 3.669 3.929
C 0.018 3.473 4.353
C 0.814 2.561 3.686
C 0.320 1.858 2.586
S 1.366 0.613 1.902
C -1.781 -2.713 1.434
C -2.110 -3.774 2.275
C -2.591 -4.972 1.773
C -2.752 -5.136 0.406
C -2.449 -4.085 -0.441
C -1.972 -2.872 0.063
S -1.693 -1.574 -1.085
H -0.992 -2.051 4.005
H 0.187 -0.893 3.414
H 0.295 -2.576 2.900
H -1.934 -0.003 3.279
H -3.204 -1.065 2.678
H -3.475 1.126 1.761
H -3.040 0.026 0.453
H -2.769 3.042 0.536
H -2.532 1.933 -0.811
H -1.227 3.024 -0.338
H -2.804 3.139 2.540
H -1.933 4.367 4.447
H 0.410 4.019 5.201
H 1.829 2.365 4.008
H -2.001 -3.677 3.347
H -2.844 -5.771 2.458
H -3.117 -6.072 0.002
H -2.582 -4.175 -1.511
O 2.597 -3.355 -0.018
C 1.794 -2.384 -0.345
O 1.111 -1.762 0.468
C 1.677 -2.010 -1.761
C 2.137 -2.666 -2.885
C 1.755 -2.170 -4.126
C 0.936 -1.052 -4.200
C 0.549 -0.450 -3.017
N 0.912 -0.929 -1.838
C -0.378 0.727 -2.841
O -0.834 1.358 -3.752
O -0.575 0.949 -1.559
H 2.582 -3.500 0.940
H 2.765 -3.542 -2.788
H 2.081 -2.666 -5.030
H 0.583 -0.648 -5.139
S 1.854 1.347 -0.102
Sb 2.464 2.572 -2.500
C 2.373 2.423 -4.642
C 3.131 1.414 -5.234
C 3.083 1.217 -6.609
C 2.266 2.018 -7.394
C 1.466 2.984 -6.800
C 1.505 3.178 -5.425
C 4.596 2.623 -2.203
C 5.084 2.561 -0.898
C 6.451 2.513 -0.660
C 7.344 2.515 -1.722
C 6.866 2.597 -3.022
C 5.499 2.659 -3.264
C 1.954 4.593 -1.984
C 1.753 5.596 -2.927
C 1.394 6.874 -2.517
C 1.254 7.162 -1.167
C 1.467 6.167 -0.223
C 1.808 4.883 -0.628
H 3.766 0.781 -4.623
H 3.680 0.435 -7.063
H 2.245 1.882 -8.468
H 0.799 3.583 -7.407
H 0.833 3.893 -4.969
H 4.398 2.555 -0.060
H 6.819 2.471 0.358
H 8.410 2.466 -1.538
H 7.560 2.617 -3.854
H 5.147 2.760 -4.281
H 1.900 5.401 -3.981
H 1.226 7.647 -3.257
H 0.990 8.163 -0.851
H 1.367 6.389 0.833
H 1.963 4.113 0.117